The following is a DFT calculation (ωB97M-V with the def2-TZVPD basis set) of C48H44LuN9O2PS2 as an isolated structure in a non-equilibrium geometry.

Atoms and positions in Å:
Lu  12.669  12.019  17.658
N  10.157  14.835  17.827
P  10.953  13.996  19.071
C  11.765  15.208  20.177
C  11.042  15.956  21.112
C  11.738  16.992  21.746
C  13.087  17.213  21.508
C  13.799  16.350  20.693
C  13.103  15.422  19.958
C  9.600  13.288  20.060
C  9.877  12.667  21.294
C  8.893  11.976  22.008
C  7.626  11.921  21.433
C  7.346  12.496  20.193
C  8.319  13.173  19.474
C  10.743  15.014  16.546
C  10.178  15.886  15.638
C  10.757  16.065  14.376
C  11.898  15.272  14.124
C  12.304  14.338  15.025
N  11.743  14.222  16.246
H  9.483  15.572  18.039
H  9.986  15.788  21.295
H  11.216  17.633  22.421
H  13.514  18.078  22.022
H  14.822  16.493  20.540
H  13.707  14.851  19.208
H  10.880  12.700  21.632
H  9.007  11.507  22.971
H  6.802  11.473  21.946
H  6.301  12.456  19.743
H  8.065  13.632  18.536
H  9.295  16.456  15.886
H  10.350  16.747  13.669
H  12.411  15.391  13.188
H  13.192  13.737  14.800
O  18.431  11.731  17.079
C  18.140  13.048  17.071
C  19.165  13.925  16.799
C  18.896  15.291  16.660
C  17.635  15.787  16.891
C  16.613  14.912  17.193
C  16.849  13.536  17.263
C  15.701  12.665  17.558
O  14.506  13.228  17.566
N  15.855  11.377  17.720
N  14.655  10.675  17.939
C  14.732  9.459  18.313
S  13.212  8.605  18.473
C  13.916  7.376  19.508
C  15.333  7.110  19.021
S  16.219  8.668  18.828
H  17.612  11.259  17.311
H  20.151  13.501  16.653
H  19.746  15.876  16.324
H  17.358  16.855  16.824
H  15.611  15.218  17.357
H  13.301  6.493  19.416
H  13.891  7.697  20.560
H  15.271  6.626  18.045
H  15.906  6.507  19.732
N  10.343  11.615  16.876
C  10.120  10.184  16.881
C  9.226  9.567  17.731
C  9.067  8.185  17.662
C  9.678  7.454  16.685
C  10.555  8.096  15.806
C  10.834  9.424  15.914
C  11.952  10.038  15.116
C  12.064  9.692  13.652
C  13.462  9.141  13.457
C  14.433  9.851  13.983
C  13.913  11.189  14.541
C  12.864  10.879  15.607
H  9.625  12.132  17.332
H  10.475  11.974  15.965
H  8.718  10.139  18.516
H  8.378  7.699  18.319
H  9.487  6.385  16.544
H  11.110  7.571  15.051
H  11.293  9.029  13.219
H  13.576  8.234  12.911
H  15.467  9.574  13.834
H  14.699  11.883  14.894
C  15.944  12.564  21.310
N  14.502  12.715  21.521
C  14.044  13.489  22.657
C  13.652  12.148  20.769
N  12.868  11.703  20.050
H  16.501  12.090  22.150
H  16.368  13.576  21.192
H  16.125  11.962  20.385
H  14.329  12.982  23.551
H  12.943  13.586  22.622
H  14.524  14.498  22.639
N  12.717  11.834  8.067
C  12.636  11.661  9.204
C  12.630  11.717  10.631
C  11.929  10.943  11.442
C  12.010  11.096  12.941
N  13.233  11.807  13.370
C  13.941  12.543  12.465
C  13.600  12.637  11.188
H  11.242  10.190  11.042
H  11.121  11.668  13.289
H  14.816  13.073  12.871
H  14.225  13.212  10.545

The HOMO energy comes out at -9.21 eV. The net charge is +1. As for the spin multiplicity: 1. As for the largest force on an atom: 0.0524 hartree/bohr. The value obtained for the lowest unoccupied orbital energy is -0.076 hartree.